*i*
DFT (the ωB97M-V functional and the def2-TZVPD basis) results for 2 unconnected molecules or ions with the total composition C11H15NS.

Bonds (Å) are listed after each position.
Element x y z (Å)
1 C 1.576 -1.935 -1.730  C2 1.518, H11 1.098, H12 1.032, H13 1.163
2 C 1.329 -0.468 -1.430  C1 1.518, C3 1.392, C10 1.423
3 C 2.217 0.597 -1.308  C2 1.392, N4 1.485, H14 1.167
4 N 1.466 1.837 -0.986  C3 1.485, C5 1.408, H15 0.987
5 C 0.127 1.465 -1.213  N4 1.408, C6 1.395, C10 1.327
6 C -0.895 2.375 -0.940  C5 1.395, C7 1.380, H16 1.058
7 C -2.140 1.794 -1.065  C6 1.380, C8 1.386, H17 1.100
8 C -2.371 0.434 -1.203  C7 1.386, C9 1.454, H18 1.183
9 C -1.295 -0.534 -1.341  C8 1.454, C10 1.518, H19 1.038
10 C 0.052 0.160 -1.441  C2 1.423, C5 1.327, C9 1.518
11 H 2.603 -2.077 -2.092  C1 1.098
12 H 0.986 -2.269 -2.508  C1 1.032
13 H 1.424 -2.560 -0.761  C1 1.163
14 H 3.353 0.481 -1.068  C3 1.167
15 H 1.890 2.492 -0.382  N4 0.987
16 H -0.769 3.407 -0.743  C6 1.058
17 H -3.109 2.292 -1.216  C7 1.100
18 H -3.487 0.050 -1.131  C8 1.183
19 H -1.512 -1.508 -1.056  C9 1.038
20 C -0.425 0.800 2.872  S21 1.859, H23 1.226, H24 1.105, H25 1.217
21 S -0.956 -0.952 3.193  C20 1.859, C22 1.750
22 C 0.074 -2.079 2.335  S21 1.750, H26 1.201, H27 1.194, H28 1.099
23 H -0.978 1.071 1.811  C20 1.226
24 H -0.719 1.369 3.773  C20 1.105
25 H 0.783 0.819 3.014  C20 1.217
26 H 0.722 -2.600 3.202  C22 1.201
27 H 0.716 -1.644 1.427  C22 1.194
28 H -0.662 -2.818 1.989  C22 1.099

Calculated values
molar mass: 193.3 g/mol
SMILES string: Cc1c[nH]c2ccccc12.CSC
HOMO-LUMO gap: 8.67 eV
charge: 0
HOMO level: -0.292 Eh

---

*ii*
DFT (the ωB97M-V functional and the def2-TZVPD basis) results for 2 unconnected molecules or ions with the total composition C11H15NS.

Bonds (Å) are listed after each position.
Element x y z (Å)
1 C 0.927 1.554 -2.457  C2 1.492, H11 1.093, H12 1.097, H13 1.086
2 C 0.769 1.264 -1.002  C1 1.492, C3 1.364, C10 1.430
3 C -0.196 0.447 -0.489  C2 1.364, N4 1.379, H14 1.079
4 N -0.018 0.284 0.869  C3 1.379, C5 1.362, H15 1.004
5 C 1.083 0.988 1.253  N4 1.362, C6 1.390, C10 1.417
6 C 1.737 1.056 2.477  C5 1.390, C7 1.377, H16 1.093
7 C 2.876 1.823 2.573  C6 1.377, C8 1.404, H17 1.081
8 C 3.367 2.533 1.465  C7 1.404, C9 1.371, H18 1.078
9 C 2.732 2.436 0.254  C8 1.371, C10 1.396, H19 1.079
10 C 1.601 1.632 0.101  C2 1.430, C5 1.417, C9 1.396
11 H 1.423 2.505 -2.663  C1 1.093
12 H -0.032 1.612 -2.985  C1 1.097
13 H 1.484 0.760 -2.946  C1 1.086
14 H -1.101 0.132 -0.986  C3 1.079
15 H -0.665 -0.261 1.409  N4 1.004
16 H 1.277 0.528 3.317  C6 1.093
17 H 3.391 1.809 3.523  C7 1.081
18 H 4.223 3.182 1.557  C8 1.078
19 H 3.122 2.971 -0.598  C9 1.079
20 C -2.156 -2.522 -1.357  S21 1.789, H23 1.084, H24 1.097, H25 1.087
21 S -2.438 -3.993 -0.379  C20 1.789, C22 1.802
22 C -4.049 -3.619 0.336  S21 1.802, H26 1.084, H27 1.086, H28 1.096
23 H -1.127 -2.198 -1.245  C20 1.084
24 H -2.272 -2.631 -2.442  C20 1.097
25 H -2.813 -1.719 -1.034  C20 1.087
26 H -4.132 -2.545 0.452  C22 1.084
27 H -4.121 -4.122 1.296  C22 1.086
28 H -4.893 -3.905 -0.300  C22 1.096

Calculated values
molar mass: 193.3 g/mol
SMILES string: Cc1c[nH]c2ccccc12.CSC
HOMO-LUMO gap: 8.56 eV
charge: 0
HOMO level: -0.287 Eh

---

The winner here is *ii*, beating the second structure by 0.1186 hartree.